Record 1
Computed, not measured: one molecule with the formula C33H36ClN3O at a distorted geometry, with wB97M-V/def2-TZVPD.

Its charge is 0. For the HOMO energy, the calculation gives -7.06 eV. Its total energy is -53841.9599 eV. The LUMO energy comes out at 0.598 eV. As for the spin multiplicity: 1. The SMILES is CN(C)c1ccc(C(=C[C@@H](Oc2ccc(Cl)cc2)c2ccc(N(C)C)cc2)c2ccc(N(C)C)cc2)cc1. The orbital gap comes out at 7.656 eV.

Geometry (Å):
C: -12.8080 0.6025 2.1559
C: -4.0711 0.4372 1.5498
C: -9.8609 0.2679 2.1325
O: -3.5802 -0.2109 2.9149
C: -0.2145 -1.2686 3.7514
H: -1.9171 5.0246 6.5486
H: -5.4261 -0.4263 -0.6709
C: -3.8347 6.7649 5.5264
H: -2.1100 -2.2343 3.4467
N: -3.2219 5.5675 4.9804
H: -13.5541 1.3599 1.8662
C: -5.8270 3.0591 4.3513
C: -5.5270 2.6340 3.0395
H: -4.4495 3.2595 1.2596
H: -13.1316 2.7062 3.9687
H: -1.2285 6.0758 5.2955
C: -9.8112 2.1868 3.6544
H: -7.9497 -0.5344 1.5659
C: -1.7183 -1.4869 -0.8395
C: -1.5990 1.1490 3.3272
C: -5.5494 0.4908 1.7860
H: -0.6675 -1.7157 -0.8712
H: -4.7333 7.0175 4.9356
H: -4.1116 6.6174 6.5867
H: -13.3694 -0.2453 2.5704
C: -3.9529 -1.5695 -1.7648
C: -12.5727 1.8102 4.2783
H: 0.3295 2.1259 3.5755
C: -3.5144 -0.4118 0.3661
H: -0.6157 -4.2384 -3.0009
C: -1.8985 5.2289 5.4645
H: -6.0425 -0.3991 1.4173
H: -0.0931 -2.7417 -2.1910
C: -7.7268 1.3653 2.6133
N: -11.9230 1.1341 3.1616
C: 0.4435 -0.0342 3.8880
H: 0.3493 -2.1905 3.8529
C: -2.5904 -2.0015 -1.8215
H: -4.6286 -1.8160 -2.5917
H: -13.3088 1.1354 4.7438
H: -2.1398 2.0965 3.1864
H: -3.6756 -2.7107 -4.3091
C: -1.5680 -1.2980 3.4717
C: -0.6995 -3.1461 -2.9856
H: -3.3710 -4.3248 -3.5528
H: -1.4013 -0.0772 0.7660
H: -1.5063 4.3405 4.9533
C: -3.9975 4.6347 4.3135
N: -2.0870 -2.7622 -2.8431
C: -2.2608 -0.1046 3.2026
C: -4.3902 -0.8058 -0.6761
C: -4.5048 3.3136 2.3545
C: -2.1449 -0.6380 0.1685
H: -6.6125 2.5451 4.9214
C: -3.5640 4.0390 3.0878
Cl: 2.0654 0.0043 4.4353
H: -8.0135 3.3031 3.6558
H: -2.5683 4.2760 2.6964
H: -10.2792 2.8905 4.3627
H: -11.8542 2.1039 5.0517
C: -8.4725 0.2874 2.0714
H: -5.6277 4.7115 5.7648
H: -3.0969 7.5798 5.4612
H: -12.2526 0.2838 1.2643
C: -5.2153 4.1937 4.8857
C: -8.4636 2.3580 3.3305
C: -2.8967 -3.3751 -3.8821
C: -0.2287 1.1781 3.6129
H: -2.1921 -3.6845 -4.6841
C: -6.2524 1.4728 2.4225
H: -3.6179 1.4487 1.5661
H: -0.3372 -2.8064 -3.9680
C: -10.5774 1.1898 2.9666
H: -10.3858 -0.4683 1.5201

Record 2
Computed, not measured: C33H36IIrN7O2S as an isolated structure, with wB97M-V/def2-TZVPD.

Its charge is +2. For the HOMO energy (alpha / beta), the calculation gives -11.43 / -12.71 eV. Its total energy is -71090.4398 eV. The LUMO energy (alpha / beta) comes out at -4.439 / -8.375 eV. As for the energy above the lowest of the compared OMol25 structures with the same formula, charge and spin: 0.251 eV. As for the spin multiplicity: 6. The orbital gap (alpha / beta) comes out at 6.989 / 4.331 eV.

Geometry (Å):
H: -5.1890 -4.2888 -1.9399
H: 0.2181 6.2410 0.9848
C: 0.7638 3.1569 -0.3112
N: -1.7860 -0.2793 -2.6304
C: -1.0201 -0.1187 -3.8225
H: 0.2719 2.5175 5.6806
C: -4.0407 -2.7889 -0.9699
H: 0.5594 3.4779 3.3003
H: 0.5760 -3.4389 -1.8799
H: 1.0810 -2.2298 1.8986
C: -2.7180 0.8235 -2.6344
C: 0.1031 0.7791 3.4636
O: -1.2130 1.8506 -0.5296
C: 2.1464 3.2237 -0.4684
H: 2.4605 -0.2770 4.3307
C: 1.8326 -2.6592 1.2329
C: 2.8345 4.3682 -0.0996
H: 1.6558 2.6850 2.1629
C: 0.3078 -0.5701 -3.9689
H: 2.8793 -1.9895 -0.4122
H: 1.0757 0.9909 6.1158
H: 3.1226 -1.7863 -2.9351
H: -1.0177 -3.2159 -1.6941
H: -0.4463 -4.8701 -0.1986
C: 2.5643 0.6911 3.8318
H: 0.8982 0.6382 1.4861
H: -2.9686 -0.4298 4.4700
H: 3.9083 4.4234 -0.2224
N: -0.1184 -3.0657 -1.2382
H: -2.5197 -2.0553 -4.4397
C: 2.3241 -1.3527 -3.5167
H: 2.7185 -2.8664 1.8344
H: 0.7716 -0.1538 -5.9896
C: -0.0842 -3.8679 0.0258
N: 1.0620 -1.1219 -2.9904
H: 2.2970 3.4333 3.6270
C: -2.1430 -0.6208 2.4986
Ir: 0.2213 -0.9676 -1.1176
C: 1.4586 2.8618 3.2219
H: 2.0229 2.4459 5.8240
H: 3.1219 -0.9967 -5.5498
N: 1.0732 -0.4755 -5.0863
N: 2.1343 -1.6518 0.1895
C: -4.4125 -3.5417 -2.0517
S: -3.3495 -1.5430 1.6835
C: 1.1463 1.8881 5.4934
I: 3.1689 7.1565 1.0057
C: 1.3016 1.5516 4.0098
O: 0.7772 0.8885 -1.0100
C: 0.7549 5.3936 0.5784
H: -3.3929 0.9641 -1.8071
H: 2.6844 2.3799 -0.8814
H: -1.0171 0.7773 5.3266
H: -0.7839 -3.4112 0.7275
C: -2.1324 -0.2141 3.8169
C: -2.5978 1.4973 -3.7736
H: -4.0753 -3.9630 -4.1454
H: 1.2881 -4.7114 1.4054
C: -3.7958 -3.3564 -3.2938
C: -2.4338 -1.3707 0.1583
C: 0.0876 0.3764 2.1539
H: -4.5214 -2.9740 -0.0175
C: 0.0725 4.2488 0.2062
C: 2.3417 -0.9639 -4.8070
C: -1.0250 0.4656 4.2901
H: 2.4842 -0.7974 0.6137
C: -2.8842 -2.3091 -3.4493
H: -3.1417 2.3589 -4.1272
C: -0.0086 1.9342 -0.6356
C: 2.1368 5.4476 0.4298
H: -1.2066 1.3223 -5.3701
N: -1.5826 0.9128 -4.5354
H: -1.0029 4.1865 0.3214
H: 3.4253 1.2044 4.2647
C: -2.9618 -1.8300 -1.0389
H: 2.0171 -4.3224 -0.1299
C: -1.0210 -0.3362 1.6382
H: 2.7860 0.5195 2.7725
C: 1.3112 -3.9507 0.6243
N: -1.1408 -0.8163 0.4027
C: -2.4965 -1.5319 -2.3839